[1]
# C15H33Cl9N2O4

A molecular structure, C15H33Cl9N2O4 (ωB97M-V/def2-TZVPD, OMol25).

Last column: Löwdin charge in e.
Element x y z (Å)
C 11.89 -14.02 -8.99  -1.590
Cl 13.19 -13.09 -9.72  0.542
Cl 12.12 -15.76 -9.22  0.518
Cl 10.25 -13.55 -9.44  0.523
H 12.04 -13.90 -7.92  -0.036
C 10.70 -15.36 -3.96  -1.522
Cl 9.21 -16.14 -3.35  0.544
Cl 10.41 -14.60 -5.56  0.587
Cl 11.77 -16.67 -4.12  0.579
H 10.99 -14.72 -3.13  -0.050
C 12.75 -11.47 -1.35  -1.505
Cl 13.71 -10.31 -2.22  0.628
Cl 13.31 -11.61 0.32  0.544
Cl 12.74 -13.05 -2.20  0.607
H 11.77 -11.01 -1.42  0.002
C 6.41 -14.40 -2.84  -0.120
O 5.04 -14.01 -3.14  -0.155
C 4.80 -12.82 -2.44  -0.287
C 3.46 -12.30 -2.71  -0.216
N 2.45 -13.17 -2.03  -0.038
C 1.12 -12.45 -2.04  -0.192
C -0.05 -13.28 -1.48  -0.203
O 0.00 -14.63 -2.01  -0.200
C -0.98 -15.47 -1.46  -0.126
H 6.61 -14.52 -1.77  0.082
H 7.16 -13.68 -3.16  0.057
H 6.60 -15.29 -3.43  0.052
H 5.54 -12.07 -2.71  0.111
H 4.99 -12.98 -1.38  0.124
H 3.20 -12.20 -3.77  0.122
H 3.41 -11.28 -2.32  0.118
H 2.40 -14.06 -2.50  0.100
H 0.90 -12.23 -3.08  0.105
H 1.15 -11.50 -1.50  0.114
H -1.00 -12.78 -1.66  0.119
H 0.12 -13.37 -0.41  0.114
H -0.75 -16.52 -1.64  0.089
H -1.95 -15.21 -1.90  0.083
H -1.10 -15.33 -0.39  0.081
C 15.19 -11.39 -5.13  -0.088
O 13.79 -11.57 -5.54  -0.227
C 13.12 -10.34 -5.72  -0.235
C 11.60 -10.64 -5.86  -0.169
N 11.14 -11.13 -4.55  -0.061
C 9.74 -11.45 -4.52  -0.219
C 9.29 -11.64 -3.06  -0.209
O 9.69 -12.79 -2.32  -0.277
C 9.17 -12.90 -1.02  -0.103
H 15.18 -10.80 -4.21  0.019
H 15.76 -10.84 -5.87  0.081
H 15.63 -12.37 -5.03  0.090
H 13.67 -9.77 -6.48  0.117
H 13.29 -9.70 -4.85  0.073
H 11.33 -11.27 -6.70  0.106
H 11.11 -9.69 -6.03  0.115
H 11.72 -11.89 -4.22  0.036
H 9.44 -12.35 -5.06  0.051
H 9.18 -10.62 -4.96  0.126
H 8.20 -11.60 -3.09  0.096
H 9.40 -10.80 -2.38  0.116
H 8.08 -12.90 -1.06  0.071
H 9.54 -12.09 -0.39  0.087
H 9.47 -13.83 -0.53  0.097

## Properties
- Total energy: -139958.21842 eV
- HOMO-LUMO gap: 9.207 eV
- E_LUMO: 0.5 eV
- E_HOMO: -8.72 eV
- Max |F|: 2.26 eV/A

[2]
# C15H33FNO4P2

3 unconnected molecules or ions with the total composition C15H33FNO4P2 (ωB97M-V/def2-TZVPD, OMol25).

Last column: Löwdin charge in e.
Element x y z (Å)
C 4.06 2.51 0.54  -0.154
C 2.82 2.10 -0.34  -0.439
P 2.15 0.54 0.45  0.806
C 3.58 -0.70 0.29  -0.276
P 0.55 -0.35 -0.73  0.900
C 0.08 -1.95 0.16  -0.293
O 1.02 -2.22 1.24  -0.223
N 0.24 -2.71 2.30  -0.023
O 0.57 -2.20 3.29  0.123
C -1.01 0.66 -0.82  -0.264
C -0.78 2.18 -1.11  -0.425
C -0.64 2.93 0.23  -0.051
F 0.24 2.40 -2.01  -0.028
H 4.39 3.54 0.33  0.082
H 4.89 1.79 0.42  0.066
H 3.76 2.48 1.62  0.073
H 3.18 1.85 -1.36  0.083
H 2.10 2.93 -0.38  0.058
H 4.19 -0.35 -0.57  0.050
H 3.23 -1.73 0.11  0.033
H 4.21 -0.58 1.19  0.052
H 0.95 -0.74 -2.05  0.043
H 0.03 -2.81 -0.53  0.109
H -0.90 -1.77 0.65  0.097
H -1.65 0.52 0.07  0.109
H -1.59 0.25 -1.68  0.110
H -1.71 2.54 -1.60  0.138
H -0.38 4.00 0.11  0.099
H -1.63 2.90 0.74  0.099
H 0.07 2.45 0.94  0.054
C -2.49 4.77 -5.57  -0.172
C -3.98 4.72 -5.29  -0.170
C -4.03 4.00 -3.96  -0.204
O -2.82 4.34 -3.26  -0.165
C -1.91 4.97 -4.18  -0.203
H -2.20 5.55 -6.27  0.117
H -2.16 3.81 -5.98  0.115
H -4.37 5.74 -5.18  0.119
H -4.56 4.22 -6.07  0.117
H -4.05 2.92 -4.09  0.114
H -4.89 4.30 -3.35  0.118
H -1.87 6.04 -3.93  0.120
H -0.92 4.55 -4.07  0.110
C 0.81 -5.24 4.48  -0.196
C 1.21 -6.60 5.03  -0.170
C -0.15 -7.25 5.26  -0.197
O -1.04 -6.71 4.28  -0.133
C -0.41 -5.58 3.65  -0.232
H 1.59 -4.75 3.91  0.098
H 0.53 -4.58 5.31  0.117
H 1.76 -7.16 4.27  0.116
H 1.81 -6.55 5.93  0.116
H -0.54 -7.00 6.25  0.120
H -0.11 -8.34 5.16  0.120
H -0.13 -5.88 2.63  0.115
H -1.13 -4.76 3.59  0.103

## Properties
- Total energy: -47054.34134 eV
- HOMO-LUMO gap: 7.766 eV
- Total charge: +1
- E_LUMO: -3.4 eV
- E_HOMO: -11.19 eV
- Max |F|: 2.16 eV/A

[3]
# C15H33O6PSi

2 unconnected molecules or ions with the total composition C15H33O6PSi (ωB97M-V/def2-TZVPD, OMol25).

Last column: Löwdin charge in e.
Element x y z (Å)
C 0.04 -2.81 -1.09  -0.050
C 0.27 -1.91 -2.11  -0.265
Si -1.02 -0.66 -2.67  0.691
C -1.75 -1.17 -4.35  -0.269
C -3.29 -1.08 -4.53  -0.243
C -4.15 -1.66 -3.38  -0.398
C -5.35 -2.46 -3.99  -0.070
C -4.74 -0.49 -2.55  -0.085
C -0.10 1.01 -2.73  -0.147
C -0.65 1.99 -1.74  -0.602
O -0.75 3.15 -2.00  0.127
O -1.05 1.52 -0.52  0.027
H 0.47 -2.66 -0.10  0.051
H -0.61 -3.68 -1.23  0.054
H 1.24 -1.92 -2.61  0.060
H -2.06 -0.67 -1.64  0.010
H -1.32 -0.50 -5.11  0.067
H -1.37 -2.16 -4.59  0.069
H -3.51 -1.63 -5.45  0.092
H -3.54 -0.04 -4.75  0.102
H -3.61 -2.36 -2.75  0.115
H -5.30 -2.50 -5.08  0.063
H -6.31 -2.04 -3.72  0.061
H -5.31 -3.49 -3.64  0.072
H -5.78 -0.67 -2.28  0.063
H -4.21 -0.39 -1.60  0.044
H -4.70 0.45 -3.09  0.074
H -0.11 1.48 -3.71  0.090
H 0.93 0.80 -2.43  0.087
H -1.99 1.29 -0.56  0.100
C 4.10 -1.99 2.81  -0.077
C 3.59 -1.51 4.15  -0.275
O 3.65 -0.09 4.28  -0.187
P 2.60 0.82 3.46  0.469
O 1.24 0.53 3.95  -0.216
O 2.96 2.28 4.07  -0.197
C 1.98 3.08 4.73  -0.290
C 2.01 2.86 6.23  -0.074
O 3.49 1.07 2.13  -0.181
C 2.81 1.17 0.86  -0.253
C 1.83 2.33 0.82  -0.063
H 3.43 -1.70 2.00  0.060
H 4.18 -3.08 2.80  0.078
H 5.08 -1.56 2.59  0.084
H 2.56 -1.85 4.32  0.112
H 4.20 -1.92 4.95  0.117
H 0.99 2.88 4.33  0.103
H 2.22 4.12 4.50  0.116
H 1.96 1.80 6.48  0.075
H 1.19 3.38 6.71  0.076
H 2.95 3.24 6.64  0.076
H 2.29 0.23 0.65  0.109
H 3.58 1.29 0.11  0.121
H 1.00 2.17 1.51  0.077
H 1.41 2.43 -0.18  0.060
H 2.32 3.26 1.10  0.092

## Properties
- SMILES string: C=C[Si@H](CCC(C)C)CC(=O)O.CCOP(=O)(OCC)OCC
- Total energy: -45540.11756 eV
- HOMO-LUMO gap: 7.369 eV
- E_LUMO: -0.6 eV
- E_HOMO: -7.96 eV
- Max |F|: 5.38 eV/A

[4]
# C15H34AlBBeBr5Cl2F3IN3O6PS2

A molecular structure, C15H34AlBBeBr5Cl2F3IN3O6PS2 (ωB97M-V/def2-TZVPD, OMol25).

Last column: Löwdin charge in e.
Element x y z (Å)
C 6.39 -0.51 -0.43  -0.276
N 5.57 0.76 -0.16  -0.050
C 6.37 1.47 0.94  -0.146
B 4.20 0.39 0.40  -0.416
O 4.27 -0.38 1.69  -0.032
C 2.74 0.85 -0.29  -0.315
P 2.71 2.73 -0.72  0.470
O 2.57 3.75 0.72  -0.218
O 1.29 3.18 -1.70  -0.295
S 4.25 3.39 -1.70  0.517
C 1.61 0.58 0.87  -0.259
C 0.19 1.35 0.71  -0.148
C -0.77 0.88 -0.53  -0.252
C -2.26 1.58 -0.24  -0.587
I -2.28 3.76 -0.51  0.923
O 1.33 -0.81 1.20  -0.106
C 1.28 -1.74 0.11  -0.168
C 1.92 -1.34 -1.32  -0.518
Cl 3.37 -2.48 -1.74  0.579
N 2.37 0.07 -1.52  -0.433
Br 3.71 -0.01 -2.86  0.899
H 6.46 -1.21 0.53  0.094
H 5.98 -1.12 -1.35  -0.074
H 7.50 -0.13 -0.62  0.021
H 5.69 1.83 1.83  0.077
H 6.97 2.38 0.53  0.163
H 7.16 0.71 1.41  -0.009
H 4.27 0.25 2.47  0.106
H 2.31 3.20 1.52  0.070
H 1.68 3.48 -2.59  0.084
H 2.10 1.05 1.86  0.174
H -0.43 1.09 1.70  0.152
H 0.26 2.54 0.74  0.087
H -1.00 -0.28 -0.57  0.116
H -0.46 1.26 -1.59  0.081
H -2.65 1.31 0.86  0.087
H -3.04 1.13 -1.02  -0.020
H 1.81 -2.75 0.47  0.153
H 0.14 -2.06 -0.08  0.145
H 1.11 -1.58 -2.16  0.161
H 1.57 0.60 -1.99  0.125
F 4.26 -2.53 0.54  -0.635
Be 6.66 -0.25 2.61  0.901
F 6.96 2.93 -1.63  -0.583
F 5.46 3.49 1.54  -0.466
C -6.68 -1.88 -0.38  -0.238
S -5.01 -1.88 -1.07  0.818
O -4.32 -0.65 -0.57  -0.639
C -5.52 -1.56 -2.78  -0.282
H -6.61 -2.03 0.70  0.054
H -7.17 -0.93 -0.59  0.055
H -7.26 -2.70 -0.82  0.065
H -6.08 -0.63 -2.84  -0.017
H -6.13 -2.39 -3.14  0.063
H -4.62 -1.48 -3.40  0.047
C -3.69 -4.35 4.11  -0.012
C -3.96 -4.10 2.65  -0.546
O -4.42 -4.97 1.91  0.024
N -3.68 -2.86 2.15  0.004
C -3.15 -1.71 2.84  -0.077
H -3.96 -5.37 4.36  0.089
H -2.62 -4.21 4.32  0.086
H -4.29 -3.67 4.72  0.088
H -3.90 -2.77 1.16  0.081
H -3.87 -0.89 2.75  0.083
H -2.21 -1.43 2.35  0.071
H -2.96 -1.92 3.90  0.079
Cl -1.46 5.13 1.55  -0.131
Al 7.54 -1.07 -2.30  1.022
Br -1.76 6.32 -1.25  -0.277
C -4.82 2.18 -3.72  -1.544
Br -5.59 1.76 -1.99  0.678
Br -5.03 4.06 -4.17  0.606
Br -2.97 1.60 -3.85  0.585
H -5.38 1.61 -4.47  -0.016

## Properties
- Total energy: -462977.42025 eV
- HOMO-LUMO gap: 2.661 eV
- Total charge: +1
- E_LUMO: -7.6 eV
- E_HOMO: -10.25 eV
- Max |F|: 4.79 eV/A

Repeat the fourth record exactly.
# C15H34AlBBeBr5Cl2F3IN3O6PS2

A molecular structure, C15H34AlBBeBr5Cl2F3IN3O6PS2 (ωB97M-V/def2-TZVPD, OMol25).

Last column: Löwdin charge in e.
Element x y z (Å)
C 6.39 -0.51 -0.43  -0.276
N 5.57 0.76 -0.16  -0.050
C 6.37 1.47 0.94  -0.146
B 4.20 0.39 0.40  -0.416
O 4.27 -0.38 1.69  -0.032
C 2.74 0.85 -0.29  -0.315
P 2.71 2.73 -0.72  0.470
O 2.57 3.75 0.72  -0.218
O 1.29 3.18 -1.70  -0.295
S 4.25 3.39 -1.70  0.517
C 1.61 0.58 0.87  -0.259
C 0.19 1.35 0.71  -0.148
C -0.77 0.88 -0.53  -0.252
C -2.26 1.58 -0.24  -0.587
I -2.28 3.76 -0.51  0.923
O 1.33 -0.81 1.20  -0.106
C 1.28 -1.74 0.11  -0.168
C 1.92 -1.34 -1.32  -0.518
Cl 3.37 -2.48 -1.74  0.579
N 2.37 0.07 -1.52  -0.433
Br 3.71 -0.01 -2.86  0.899
H 6.46 -1.21 0.53  0.094
H 5.98 -1.12 -1.35  -0.074
H 7.50 -0.13 -0.62  0.021
H 5.69 1.83 1.83  0.077
H 6.97 2.38 0.53  0.163
H 7.16 0.71 1.41  -0.009
H 4.27 0.25 2.47  0.106
H 2.31 3.20 1.52  0.070
H 1.68 3.48 -2.59  0.084
H 2.10 1.05 1.86  0.174
H -0.43 1.09 1.70  0.152
H 0.26 2.54 0.74  0.087
H -1.00 -0.28 -0.57  0.116
H -0.46 1.26 -1.59  0.081
H -2.65 1.31 0.86  0.087
H -3.04 1.13 -1.02  -0.020
H 1.81 -2.75 0.47  0.153
H 0.14 -2.06 -0.08  0.145
H 1.11 -1.58 -2.16  0.161
H 1.57 0.60 -1.99  0.125
F 4.26 -2.53 0.54  -0.635
Be 6.66 -0.25 2.61  0.901
F 6.96 2.93 -1.63  -0.583
F 5.46 3.49 1.54  -0.466
C -6.68 -1.88 -0.38  -0.238
S -5.01 -1.88 -1.07  0.818
O -4.32 -0.65 -0.57  -0.639
C -5.52 -1.56 -2.78  -0.282
H -6.61 -2.03 0.70  0.054
H -7.17 -0.93 -0.59  0.055
H -7.26 -2.70 -0.82  0.065
H -6.08 -0.63 -2.84  -0.017
H -6.13 -2.39 -3.14  0.063
H -4.62 -1.48 -3.40  0.047
C -3.69 -4.35 4.11  -0.012
C -3.96 -4.10 2.65  -0.546
O -4.42 -4.97 1.91  0.024
N -3.68 -2.86 2.15  0.004
C -3.15 -1.71 2.84  -0.077
H -3.96 -5.37 4.36  0.089
H -2.62 -4.21 4.32  0.086
H -4.29 -3.67 4.72  0.088
H -3.90 -2.77 1.16  0.081
H -3.87 -0.89 2.75  0.083
H -2.21 -1.43 2.35  0.071
H -2.96 -1.92 3.90  0.079
Cl -1.46 5.13 1.55  -0.131
Al 7.54 -1.07 -2.30  1.022
Br -1.76 6.32 -1.25  -0.277
C -4.82 2.18 -3.72  -1.544
Br -5.59 1.76 -1.99  0.678
Br -5.03 4.06 -4.17  0.606
Br -2.97 1.60 -3.85  0.585
H -5.38 1.61 -4.47  -0.016

## Properties
- Total energy: -462977.42025 eV
- HOMO-LUMO gap: 2.661 eV
- Total charge: +1
- E_LUMO: -7.6 eV
- E_HOMO: -10.25 eV
- Max |F|: 4.79 eV/A

> Which of these has the lowest total energy?

C15H34AlBBeBr5Cl2F3IN3O6PS2